Here is a molecular structure, C24H25NO2S at a distorted geometry from the OMol25 dataset. Energies are from the ωB97M-V functional and the def2-TZVPD basis.

Atoms and positions in Å:
C 6.72 -3.23 -0.76
C 5.42 -2.51 -0.56
C 5.39 -1.13 -0.35
C 4.18 -0.46 -0.19
C 2.95 -1.19 -0.24
C 1.64 -0.59 -0.01
C 0.41 -1.12 -0.52
C -0.80 -0.48 -0.32
C -2.06 -1.18 -0.43
C -3.29 -0.48 -0.48
C -4.48 -1.17 -0.62
C -4.50 -2.57 -0.69
C -5.79 -3.29 -0.79
C -3.29 -3.26 -0.66
C -2.08 -2.60 -0.52
C 3.01 -2.58 -0.47
C 4.22 -3.23 -0.61
H 6.54 -4.30 -0.81
H 7.22 -2.92 -1.68
H 7.40 -3.02 0.07
H 6.33 -0.58 -0.33
H 4.19 0.60 0.03
H 1.35 1.32 0.02
H 0.45 -2.08 -1.06
H -0.86 0.57 0.00
H -3.27 0.62 -0.43
H -5.42 -0.63 -0.66
H -5.64 -4.37 -0.82
H -6.44 -3.07 0.06
H -6.35 -3.01 -1.69
H -3.29 -4.35 -0.73
H -1.14 -3.15 -0.49
H 2.07 -3.14 -0.44
H 4.23 -4.31 -0.77
C -3.65 4.76 0.52
C -2.25 4.24 0.74
C -1.47 3.89 -0.36
C -0.15 3.45 -0.19
C 0.37 3.35 1.12
S 2.03 2.77 1.42
N 1.61 0.58 0.65
O 3.01 3.14 0.41
O 2.36 2.49 2.81
C -0.43 3.63 2.23
C -1.73 4.11 2.03
H -4.13 4.98 1.48
H -3.63 5.68 -0.08
H -4.26 4.02 -0.02
H -1.88 4.00 -1.37
H 0.47 3.22 -1.06
H 1.03 0.61 1.48
H -0.03 3.52 3.23
H -2.33 4.42 2.89

Output
HOMO level = -5.46 eV
Spin multiplicity = 1
Frontier orbital gap = 0.12917 hartree